[1]
Formula: C3H6ORb
Source: OMol25
Level of theory: wB97M-V/def2-TZVPD

ORCA input file:
```
! RIJCOSX wB97M-V def2-TZVPD def2/J DEFGRID3
* xyz 2 2
Rb 2.493 -2.729 2.020
C 0.030 1.542 0.076
C 0.153 0.038 0.148
O 0.818 -0.518 1.011
C -0.811 -0.765 -0.683
H -0.823 1.779 0.713
H -0.022 1.892 -0.955
H 1.015 1.779 0.479
H -1.791 -0.382 -0.968
H -0.859 -1.768 -0.259
H -0.203 -0.868 -1.582
*
```

Output
**⟨S²⟩**: 0.756
**HOMO energy (spin up / spin down)**: -21.73 / -22.13 eV
**Orbital gap (spin up / spin down)**: 0.459 / 0.320 Ha

These are the Mulliken partial charges, in e, on atoms 1 to 5:
1 Rb 1.021
2 C -0.771
3 C 0.665
4 O -0.153
5 C -0.912


[2]
Formula: C15H23N5O3
Source: OMol25
Level of theory: wB97M-V/def2-TZVPD

ORCA input file:
```
! RIJCOSX wB97M-V def2-TZVPD def2/J DEFGRID3
* xyz 0 1
H -5.532 -1.940 1.878
N -5.683 -2.796 1.397
C -5.262 -2.715 0.187
N -5.497 -3.899 -0.547
N -4.625 -1.698 -0.500
C -3.968 -0.694 0.289
C -2.965 0.056 -0.523
C -2.404 1.337 0.205
C -1.429 2.225 -0.554
N -0.118 1.658 -0.819
C 0.832 1.260 0.036
O 0.983 1.810 1.111
C 1.808 0.039 -0.244
N 1.615 -0.694 -1.456
C 3.189 0.625 -0.005
C 4.204 -0.477 0.066
C 4.939 -0.825 -1.050
C 5.942 -1.772 -0.949
C 6.223 -2.393 0.257
C 5.491 -2.061 1.385
C 4.499 -1.142 1.345
C -1.421 3.656 0.015
O -2.150 4.515 -0.365
O -0.608 3.822 1.048
H -6.042 -4.478 0.132
H -5.863 -3.837 -1.479
H -4.026 -2.043 -1.215
H -4.740 -0.025 0.791
H -3.413 -1.159 1.137
H -3.313 0.453 -1.446
H -2.156 -0.682 -0.824
H -1.903 0.937 1.106
H -3.194 2.007 0.443
H -1.935 2.420 -1.474
H -0.110 1.238 -1.750
H 1.655 -0.749 0.587
H 0.632 -0.956 -1.556
H 1.733 -0.068 -2.284
H 3.028 1.325 0.848
H 3.390 1.329 -0.894
H 4.778 -0.242 -1.947
H 6.506 -2.099 -1.802
H 7.121 -2.946 0.341
H 5.670 -2.553 2.368
H 3.979 -0.887 2.263
H 0.020 3.069 1.146
*
```

Output
**SMILES**: [H]/N=C(/N)NCCC[C@H](NC(=O)[C@@H](N)Cc1ccccc1)C(=O)O
**HOMO energy**: -9.14 eV
**Orbital gap**: 0.339 Ha

These are the Mulliken partial charges, in e, on atoms 1 to 5:
1 H 0.249
2 N -0.742
3 C 0.509
4 N -0.516
5 N -0.258


[3]
Formula: C14H24BiClN5O6
Source: OMol25
Level of theory: wB97M-V/def2-TZVPD

ORCA input file:
```
! RIJCOSX wB97M-V def2-TZVPD def2/J DEFGRID3
* xyz 1 1
O -0.828 -0.984 -4.031
H -0.640 -1.905 -4.280
Bi 0.675 0.522 -0.407
N 1.326 -1.833 -1.593
N -0.876 -1.797 -0.315
N 0.265 2.823 -0.406
N -1.219 1.228 0.815
O 1.943 -1.696 -2.666
O 0.936 3.567 -1.297
O -2.039 0.329 1.481
O -2.118 -1.718 0.024
C -0.463 -3.040 -0.692
C 0.836 -3.077 -1.273
C -0.489 3.429 0.536
C -1.326 2.502 1.249
C 1.543 -4.319 -1.653
H 1.676 -4.393 -2.741
H 1.009 -5.217 -1.324
H 2.548 -4.382 -1.210
C -1.398 -4.176 -0.625
H -2.252 -4.008 -1.291
H -1.796 -4.311 0.385
H -0.927 -5.107 -0.924
C -0.536 4.897 0.782
C -2.317 2.908 2.301
H 0.049 5.423 0.025
H -0.168 5.187 1.786
H -1.580 5.232 0.754
H -3.005 2.074 2.516
H -2.905 3.778 1.946
H -1.810 3.190 3.252
H 1.514 2.500 -1.902
H -2.076 -0.445 0.894
C -2.481 -0.156 -4.226
H -2.361 0.304 -5.200
H -2.381 0.468 -3.364
H -3.162 -0.995 -4.108
O 1.799 1.484 -2.119
H -0.126 -0.838 -3.340
H 1.531 1.201 -3.049
Cl 3.737 2.374 4.221
C 2.833 1.089 3.542
C 2.507 -0.024 4.317
C 1.698 -1.016 3.746
C 1.283 -0.882 2.416
N 1.689 0.174 1.644
C 2.409 1.183 2.220
H 2.863 -0.096 5.324
H 1.369 -1.889 4.290
H 0.611 -1.622 1.961
H 2.630 2.060 1.608
*
```

Output
**HOMO energy (spin up / spin down)**: -8.78 / -8.44 eV
**Orbital gap (spin up / spin down)**: 0.154 / 0.136 Ha

These are the Mulliken partial charges, in e, on atoms 1 to 5:
1 O -0.451
2 H 0.420
3 Bi 1.594
4 N 0.307
5 N 0.548


[4]
Formula: C5H9N3
Source: OMol25
Level of theory: wB97M-V/def2-TZVPD

ORCA input file:
```
! RIJCOSX wB97M-V def2-TZVPD def2/J DEFGRID3
* xyz 2 1
C 0.270 1.644 0.213
C 0.227 -0.844 0.254
C -1.468 0.216 0.219
C 0.941 0.411 -0.254
C -2.700 -0.470 -0.194
N -1.003 1.397 0.330
N 0.400 -2.021 0.365
N 2.449 0.418 -0.002
H 0.744 2.447 0.518
H 0.940 0.176 -1.381
H -2.893 -1.185 0.643
H -2.513 -1.200 -1.081
H -3.529 0.235 -0.424
H -0.254 -2.730 0.567
H 2.913 1.179 -0.539
H 3.021 -0.427 -0.297
H 2.453 0.754 1.063
*
```

Output
**HOMO energy (spin up / spin down)**: -18.17 / -18.17 eV
**Orbital gap (spin up / spin down)**: 0.267 / 0.267 Ha

These are the Mulliken partial charges, in e, on atoms 1 to 5:
1 C -0.375
2 C 0.034
3 C 0.591
4 C 0.138
5 C -1.027


Ordered ΔE to the lowest compared entry with this formula, charge and spin results: 3.6; 39.7; 85.8; 93.3; unit kcal/mol.